{
  "formula": "C60H135N5O10",
  "method": "the ωB97M-V functional and the def2-TZVPD basis",
  "species": ["C", "C", "C", "C", "C", "C", "N", "O", "C", "C", "C", "H", "H", "H", "H", "H", "H", "H", "H", "H", "H", "H", "H", "H", "H", "H", "H", "H", "H", "H", "C", "C", "C", "C", "C", "C", "N", "O", "C", "C", "C", "H", "H", "H", "H", "H", "H", "H", "H", "H", "H", "H", "H", "H", "H", "H", "H", "H", "H", "H", "C", "C", "C", "C", "C", "C", "N", "O", "C", "C", "C", "H", "H", "H", "H", "H", "H", "H", "H", "H", "H", "H", "H", "H", "H", "H", "H", "H", "H", "H", "C", "C", "C", "C", "C", "C", "N", "O", "C", "C", "C", "H", "H", "H", "H", "H", "H", "H", "H", "H", "H", "H", "H", "H", "H", "H", "H", "H", "H", "H", "C", "C", "C", "C", "C", "C", "N", "O", "C", "C", "C", "H", "H", "H", "H", "H", "H", "H", "H", "H", "H", "H", "H", "H", "H", "H", "H", "H", "H", "H", "C", "C", "C", "O", "H", "H", "H", "H", "H", "H", "H", "H", "C", "C", "C", "O", "H", "H", "H", "H", "H", "H", "H", "H", "C", "C", "C", "O", "H", "H", "H", "H", "H", "H", "H", "H", "C", "C", "C", "O", "H", "H", "H", "H", "H", "H", "H", "H", "C", "C", "C", "O", "H", "H", "H", "H", "H", "H", "H", "H"],
  "coordinates": [[5.890438, -2.430789, -1.080484], [5.924498, -2.490406, 0.464785], [7.220267, -3.237496, 0.846651], [7.640140, -3.043262, 2.301203], [7.685772, -1.556913, 2.610171], [6.443459, -0.733204, 2.310548], [5.939832, -1.128425, 0.986651], [4.656296, -0.559817, 0.732395], [5.348981, -0.914120, 3.380983], [6.846639, 0.747711, 2.233177], [4.750175, -3.351331, 0.934459], [6.338381, -3.327318, -1.513610], [6.563927, -1.601452, -1.316409], [4.899872, -2.291279, -1.507193], [7.077349, -4.300640, 0.653785], [8.010786, -2.852572, 0.193129], [8.632043, -3.458349, 2.490699], [6.968175, -3.625889, 2.939076], [8.526860, -1.133041, 2.049496], [7.998834, -1.413995, 3.649905], [4.890363, -1.897417, 3.349262], [5.890781, -0.808281, 4.329238], [4.600890, -0.126021, 3.364343], [7.536332, 0.853120, 1.392665], [5.946209, 1.306711, 1.977566], [7.347712, 1.084392, 3.138353], [4.767742, -3.387450, 2.031571], [4.837343, -4.405070, 0.666429], [3.770190, -2.950600, 0.679345], [4.865581, 0.061024, 0.007812], [-7.333404, 0.983830, -0.133881], [-7.013387, 0.138168, 1.109873], [-6.198859, -1.088936, 0.657399], [-4.714314, -0.795151, 0.453407], [-4.077072, -0.164554, 1.677899], [-4.827579, 1.115451, 2.090171], [-6.263581, 0.832596, 2.164187], [-7.012188, 1.905425, 2.690933], [-4.393042, 1.506340, 3.514659], [-4.495616, 2.248990, 1.110432], [-8.341358, -0.366097, 1.674758], [-6.430085, 1.234549, -0.699283], [-7.770128, 1.964832, 0.067854], [-7.976285, 0.440029, -0.825958], [-6.403965, -1.901801, 1.353034], [-6.498914, -1.377602, -0.354388], [-4.536632, -0.141656, -0.401944], [-4.164764, -1.711657, 0.220321], [-3.042103, 0.050746, 1.388184], [-3.968043, -0.790441, 2.563075], [-4.939323, 2.383111, 3.849131], [-4.493903, 0.630369, 4.154029], [-3.332063, 1.768831, 3.461394], [-3.437373, 2.524271, 1.117101], [-4.585814, 1.911067, 0.073063], [-5.165333, 3.100191, 1.225159], [-8.844894, 0.426037, 2.226364], [-8.220701, -1.207915, 2.363468], [-8.972271, -0.742753, 0.870244], [-7.326511, 1.577370, 3.539799], [-2.730604, -5.289502, 4.196995], [-2.412320, -4.737957, 2.799684], [-2.823035, -3.261679, 2.742084], [-1.914567, -2.354192, 3.567209], [-0.484225, -2.509667, 3.062222], [0.012769, -3.954559, 3.119597], [-0.981155, -4.805672, 2.458354], [-0.568457, -6.163407, 2.423469], [1.276552, -4.011500, 2.277435], [0.385015, -4.380275, 4.536893], [-3.196891, -5.534427, 1.762537], [-3.809045, -5.233083, 4.370280], [-2.279734, -4.738089, 5.015248], [-2.409812, -6.328307, 4.289555], [-2.836441, -2.941730, 1.691361], [-3.863206, -3.088601, 3.035806], [-1.919640, -2.718380, 4.603249], [-2.232145, -1.319758, 3.690561], [0.240757, -1.794274, 3.453598], [-0.518281, -2.242983, 1.994164], [1.840093, -4.947933, 2.352876], [1.089216, -3.941945, 1.197507], [2.016389, -3.223805, 2.443084], [0.666485, -5.426930, 4.659810], [1.256627, -3.816294, 4.883901], [-0.405337, -4.193384, 5.262136], [-2.852956, -5.302948, 0.755279], [-4.265344, -5.322722, 1.836550], [-3.080752, -6.599863, 1.961177], [-0.155102, -6.233160, 1.556560], [1.282866, 4.123927, 3.025228], [0.233753, 5.174897, 3.399215], [0.225675, 5.241814, 4.933627], [-0.500049, 6.480334, 5.439422], [0.181853, 7.724868, 4.888952], [0.227586, 7.754730, 3.365227], [0.693486, 6.458192, 2.869413], [0.927915, 6.461640, 1.487938], [-1.154118, 8.116350, 2.802368], [1.208258, 8.839200, 2.923504], [-1.115254, 4.702673, 2.872847], [1.089859, 3.201586, 3.576558], [2.271326, 4.453179, 3.358901], [1.332131, 3.940773, 1.951792], [-0.228626, 4.315866, 5.293777], [1.251156, 5.250148, 5.315322], [-0.571898, 6.447887, 6.530428], [-1.557504, 6.397760, 5.161964], [1.172548, 7.822266, 5.336793], [-0.418726, 8.563256, 5.255573], [-1.925367, 7.447068, 3.194317], [-1.479055, 9.105428, 3.132956], [-1.209571, 8.014416, 1.719337], [2.195396, 8.610465, 3.338054], [1.362101, 8.917235, 1.847224], [0.901320, 9.830375, 3.259196], [-1.079612, 4.520215, 1.793464], [-1.937541, 5.412899, 2.985496], [-1.516546, 3.782666, 3.307300], [1.848129, 6.197183, 1.377429], [-1.347851, -3.863068, -1.602542], [-1.986596, -3.376147, -2.929816], [-0.865207, -3.066379, -3.937652], [-0.269034, -4.316101, -4.582039], [-1.382878, -5.163222, -5.152057], [-2.506461, -5.564544, -4.187308], [-2.917165, -4.304329, -3.543345], [-4.077718, -4.449743, -2.756337], [-3.664888, -6.156171, -4.969891], [-2.024657, -6.593208, -3.136821], [-2.636776, -2.024510, -2.646596], [-2.111703, -4.183827, -0.891735], [-0.796338, -3.049230, -1.133645], [-0.699121, -4.706006, -1.833047], [-1.240289, -2.419453, -4.734714], [-0.043015, -2.541746, -3.443655], [0.380944, -4.859723, -3.887190], [0.418541, -4.075710, -5.398838], [-1.037565, -6.038699, -5.710656], [-1.913668, -4.573077, -5.909628], [-4.542985, -6.230235, -4.328127], [-4.025128, -5.461941, -5.739799], [-3.388346, -7.058697, -5.509300], [-2.556057, -6.544381, -2.184076], [-2.200270, -7.605652, -3.508316], [-0.955932, -6.499561, -2.947956], [-3.111103, -1.617395, -3.542007], [-1.925958, -1.239398, -2.387327], [-3.320275, -2.120036, -1.802440], [-3.868457, -5.091998, -2.056687], [1.047794, 4.397290, -2.157438], [1.713215, 3.332385, -3.034103], [2.779806, 3.998823, -3.901949], [2.383097, 2.405798, -2.194443], [0.196975, 3.917952, -1.661360], [0.652534, 5.273075, -2.675047], [1.744185, 4.749981, -1.396314], [0.949370, 2.872072, -3.665117], [3.460231, 3.269218, -4.338771], [3.319788, 4.792829, -3.385644], [2.253169, 4.520274, -4.709391], [1.770654, 1.698749, -1.914026], [-3.967384, 1.954442, -3.165133], [-2.809560, 1.819447, -4.140153], [-2.191659, 3.138203, -4.530225], [-1.839109, 0.967426, -3.484205], [-4.038124, 1.104659, -2.484642], [-4.937084, 2.105891, -3.637340], [-3.797686, 2.810216, -2.500952], [-3.151672, 1.177867, -4.964165], [-2.923820, 3.690763, -5.128532], [-1.294442, 3.035996, -5.139972], [-1.985454, 3.732741, -3.639960], [-1.052108, 0.898175, -4.050669], [5.590268, 0.974067, -3.101591], [5.854219, 1.636087, -1.763964], [6.236101, 3.106970, -1.972643], [4.697673, 1.582056, -0.940773], [4.883073, 1.552830, -3.703140], [5.086838, 0.010953, -2.966894], [6.515866, 0.762851, -3.639065], [6.609219, 1.003706, -1.288278], [6.672486, 3.534213, -1.070621], [5.315036, 3.645533, -2.196175], [6.914077, 3.212149, -2.820498], [3.899325, 1.979750, -1.329973], [1.456392, -0.200827, 0.027477], [0.056631, 0.206545, -0.413506], [-0.620440, 1.186963, 0.524247], [0.197489, 0.854977, -1.688936], [1.384600, -0.725196, 0.982927], [2.092698, 0.672848, 0.171808], [1.887484, -0.883744, -0.703189], [-0.536710, -0.707076, -0.543000], [0.019861, 2.055080, 0.695341], [-0.757433, 0.692759, 1.494504], [-1.601935, 1.539101, 0.208053], [-0.642081, 0.876850, -2.182999], [2.304740, 0.814568, -6.766162], [1.377587, 0.104488, -5.780941], [2.135576, -0.134451, -4.487223], [0.221485, 0.902908, -5.529650], [1.812445, 1.009008, -7.724445], [3.235961, 0.294349, -6.986493], [2.555787, 1.803417, -6.369729], [1.044292, -0.809779, -6.284782], [2.641659, 0.784620, -4.195052], [2.911040, -0.880337, -4.672947], [1.504203, -0.511942, -3.683034], [-0.414977, 0.809894, -6.244848]],
  "forces_ev_per_a": [[0.706, 0.342, 0.423], [-0.116, -1.285, -0.192], [0.324, 0.507, 0.137], [-0.375, -0.055, -0.259], [0.760, -0.092, 0.450], [-0.942, -0.422, -0.125], [0.329, 0.196, -0.856], [0.610, 0.019, -0.007], [1.087, 0.242, 0.701], [-0.244, -0.581, -0.705], [-0.268, 0.063, 1.475], [-0.169, -0.134, 0.077], [-0.237, 0.039, -0.438], [-0.048, 0.198, 0.097], [0.060, 0.030, -0.275], [0.104, -0.145, 0.039], [0.025, -0.071, -0.173], [-0.137, 0.332, 0.179], [-0.121, -0.033, -0.255], [-0.313, 0.116, 0.064], [-0.094, 0.030, 0.014], [-0.354, -0.120, 0.171], [-0.129, -0.108, -0.299], [0.078, 0.070, 0.067], [0.127, 0.338, 0.312], [-0.252, 0.118, 0.147], [-0.082, 0.013, -0.069], [0.005, 0.129, -0.563], [0.091, 0.002, -0.297], [-0.695, 0.225, 0.280], [0.580, 0.723, -0.432], [-0.032, -0.048, -0.600], [0.436, 0.431, -0.771], [0.243, -0.605, 0.978], [0.099, 0.528, -0.193], [0.247, 0.643, 0.127], [-0.256, -1.527, 0.355], [0.123, 0.426, -0.323], [0.577, -0.059, -0.920], [0.171, -0.263, -0.858], [-0.016, -0.190, 0.424], [0.064, -0.236, 0.062], [-0.267, -0.220, 0.357], [-0.129, -0.026, 0.132], [0.387, -0.141, -0.006], [-0.716, -0.233, 0.278], [-0.247, 0.065, -0.065], [-0.203, -0.093, -0.052], [-0.049, 0.456, 0.267], [-0.526, -0.435, -0.224], [-0.062, -0.120, 0.266], [-0.236, 0.208, 0.295], [0.001, 0.000, 0.157], [-0.100, 0.324, 0.668], [-0.394, -0.067, 0.075], [0.213, 0.135, 0.182], [-0.237, 0.022, -0.266], [0.278, 0.125, 0.063], [-0.093, 0.208, -0.043], [0.072, 0.020, 0.016], [-0.325, -0.272, 0.124], [0.089, 0.327, 0.774], [-0.246, 0.899, -0.457], [0.660, -0.754, 1.024], [-0.624, 0.476, -1.162], [0.621, -0.121, 0.200], [-0.516, 0.423, -0.875], [0.168, 0.070, 0.318], [1.075, -0.450, -1.268], [0.167, 0.155, 0.886], [-0.083, -0.224, 0.230], [-0.014, -0.176, -0.102], [0.121, 0.112, -0.106], [-0.038, -0.001, -0.056], [0.379, 0.006, -0.006], [-0.017, -0.543, 0.280], [-0.151, 0.000, -0.012], [-0.059, 0.060, -0.596], [-0.014, -0.272, 0.567], [0.047, -0.107, -0.040], [-0.204, -0.041, 0.433], [-0.505, 0.149, 0.126], [-0.286, 0.131, 0.545], [-0.163, -0.085, -0.477], [-0.060, 0.129, -0.140], [-0.017, 0.093, -0.038], [0.010, -0.011, -0.005], [0.023, 0.165, 0.021], [0.100, -0.018, -0.206], [-0.061, -0.117, -0.010], [0.354, 0.046, 0.216], [0.270, -0.458, 0.007], [-0.086, 0.231, 0.001], [-0.303, -0.918, 0.093], [-0.850, -0.084, 0.757], [-0.444, 0.314, -0.911], [1.150, 0.101, 1.251], [-0.645, -0.165, -0.476], [-0.783, -0.357, 0.422], [0.761, -0.012, -0.004], [-1.146, 0.062, -0.829], [-0.170, -0.135, -0.282], [-0.030, 0.128, -0.072], [-0.143, -0.166, 0.036], [-0.080, 0.060, 0.043], [0.061, 0.060, -0.149], [0.452, 0.310, 0.028], [0.088, 0.297, -0.370], [0.126, -0.080, -0.200], [0.264, 0.299, -0.275], [0.120, -0.049, 0.021], [0.240, 0.159, -0.280], [0.241, 0.238, -0.038], [-0.044, 0.123, 0.114], [-0.365, -0.244, -0.049], [-0.094, -0.093, 0.218], [0.241, 0.043, 0.027], [0.252, 0.210, 0.214], [0.524, -0.110, 0.244], [0.025, 0.115, 0.170], [-0.360, -0.246, -0.570], [1.334, 0.784, 0.381], [0.666, -0.608, -0.327], [0.193, -0.253, -0.052], [-0.707, -0.267, -0.723], [0.820, 0.203, 0.965], [-0.971, 0.542, -0.780], [0.149, -0.275, 0.133], [-0.741, 1.116, -0.408], [0.099, -0.489, -0.417], [-0.512, 0.061, 0.053], [0.003, -0.012, -0.008], [0.159, -0.062, -0.022], [0.213, 0.053, 0.394], [-0.171, 0.041, 0.069], [-0.267, 0.240, 0.186], [-0.314, -0.108, 0.192], [-0.113, 0.303, 0.000], [0.180, -0.119, 0.319], [0.199, 0.168, -0.020], [0.151, -0.714, 0.073], [0.360, 0.162, 0.040], [-0.039, -0.287, 0.411], [-0.003, 0.161, 0.004], [0.100, 0.004, -0.013], [-0.033, 0.028, 0.131], [-0.416, -0.272, 0.118], [0.390, -0.385, 0.130], [-0.304, 0.141, -0.262], [-0.018, 0.099, 0.065], [-0.636, -0.466, 0.276], [0.711, 1.420, 0.338], [-0.769, 0.170, -0.579], [0.056, -0.524, 0.017], [0.075, 0.164, 0.211], [0.129, -0.124, -0.331], [0.068, -0.079, -0.012], [0.161, -0.393, 0.031], [0.078, 0.058, 0.024], [0.196, -0.296, 0.297], [0.145, -0.121, -0.123], [-0.331, 0.289, -0.198], [0.008, 0.610, 0.695], [0.131, -1.449, 0.563], [-0.637, 0.232, -0.508], [0.270, 0.318, 0.208], [0.035, -0.276, -0.354], [0.081, -0.034, -0.185], [-0.007, 0.042, -0.110], [-0.035, 0.672, -0.417], [0.075, 0.093, 0.044], [0.080, -0.113, 0.113], [0.170, -0.078, 0.018], [-0.054, 0.011, -0.263], [-0.620, -0.573, -0.275], [-0.628, 0.363, -0.804], [0.199, -0.545, 0.221], [0.321, -0.482, 0.831], [0.322, 0.197, -0.112], [0.155, -0.021, 0.230], [-0.027, 0.281, -0.140], [0.096, 0.482, 0.425], [0.058, 0.056, -0.045], [0.013, 0.057, -0.084], [0.116, 0.109, 0.106], [0.259, 0.128, -0.506], [-0.620, -0.005, 0.281], [0.022, 0.475, -0.587], [0.192, -0.418, 0.919], [0.267, -0.436, -0.127], [0.140, -0.005, 0.008], [0.104, -0.032, -0.076], [0.154, 0.080, -0.020], [-0.146, 0.094, 0.068], [0.029, 0.005, -0.109], [-0.035, 0.139, 0.039], [0.043, -0.140, -0.341], [-0.080, 0.167, 0.293], [-0.286, 0.796, -0.311], [0.696, -0.179, -0.782], [-0.162, -0.374, -0.299], [-0.293, 0.305, 0.483], [-0.077, -0.167, 0.039], [-0.071, -0.247, 0.219], [0.080, -0.084, 0.098], [0.046, -0.276, 0.469], [-0.161, 0.021, 0.256], [0.017, 0.003, -0.025], [-0.062, 0.195, 0.038], [0.176, -0.046, -0.168]],
  "mulliken_charge": [-1.94, 2.10, -1.37, -0.67, -1.26, 1.43, 0.37, 0.32, -1.46, -1.92, -1.69, 0.40, 0.42, 0.24, 0.40, 0.39, 0.43, 0.34, 0.35, 0.45, 0.24, 0.47, 0.20, 0.40, 0.30, 0.40, 0.36, 0.48, -0.11, 0.13, -1.56, 1.61, -1.73, 1.65, 0.06, 2.21, 0.36, -0.55, -2.09, -1.06, -1.90, 0.13, 0.34, 0.47, 0.23, 0.48, -0.95, -0.10, -0.28, -0.40, 0.56, 0.41, 0.21, -0.11, -0.08, 0.47, 0.44, 0.40, 0.36, 0.37, -2.10, 1.76, -0.55, -1.20, -0.69, 2.03, 1.18, -0.58, -2.14, -1.88, -1.75, 0.40, 0.34, 0.43, -0.61, 0.79, 0.55, 0.37, 1.00, -0.54, 0.51, 0.21, 0.30, 0.38, 0.41, 0.30, 0.10, 0.38, 0.47, 0.32, -2.28, 2.29, -1.38, -0.66, -1.16, 1.45, 0.45, -0.47, -1.69, -1.96, -1.78, 0.42, 0.56, 0.21, 0.49, 0.35, 0.41, 0.32, 0.33, 0.45, 0.37, 0.46, 0.30, 0.46, 0.36, 0.39, 0.30, 0.30, 0.39, 0.35, -0.87, 2.78, -1.03, -0.91, -1.36, 1.55, 0.07, -0.51, -2.02, -1.34, -1.42, -0.54, 0.06, 0.43, 0.53, -0.28, 0.33, 0.43, 0.41, 0.39, 0.40, 0.43, 0.42, 0.13, 0.49, 0.32, 0.70, -0.26, 0.01, 0.38, -1.62, 1.96, -1.63, -0.27, 0.13, 0.49, 0.24, -0.70, 0.20, 0.38, 0.40, -0.06, -1.16, 0.46, -1.52, 0.36, -0.12, 0.47, 0.36, 0.36, 0.48, 0.25, 0.27, -0.28, -1.16, 1.03, -1.25, -0.14, 0.10, 0.10, 0.46, 0.13, 0.35, 0.07, 0.40, 0.25, -2.13, 2.73, -1.09, 0.08, 0.62, 0.06, 0.52, -0.85, -0.35, 0.42, 0.23, -0.11, -1.50, 0.54, 0.11, -0.38, 0.40, 0.39, 0.24, 0.29, -0.59, 0.77, -0.56, 0.26],
  "smiles": "CC1(C)CCCC(C)(C)N1O.CC1(C)CCCC(C)(C)N1O.CC1(C)CCCC(C)(C)N1O.CC1(C)CCCC(C)(C)N1O.CC1(C)CCCC(C)(C)N1O.CC(C)O.CC(C)O.CC(C)O.CC(C)O.CC(C)O",
  "molar_mass_g_mol": 1086.765,
  "homo_energy_ev": -7.840,
  "de_lowest_kj_mol": 362.2,
  "max_force_ev_per_a": 1.722,
  "charge": 0
}